Computed, not measured: one molecule with the formula Br2ClOPS2 in a non-equilibrium geometry, with ωB97M-V/def2-TZVPD.

```
7
Properties=species:S:1:pos:R:3:forces:R:3
O 0.9490 -1.4035 0.9274 3.1 -3.2 2.9
P 0.1028 -0.5699 0.1972 -4.5 1.3 -4.1
Cl -1.3305 -1.8355 -1.3153 1.7 1.8 1.7
S 1.0602 0.6598 -1.1930 -2.1 -0.5 -1.3
Br 2.7304 1.1205 -0.0571 1.8 0.6 1.2
S -1.2186 0.4003 1.4811 -0.3 0.5 -1.0
Br -2.2933 1.6284 -0.0403 0.3 -0.4 0.6
```
Positions in Å, forces in eV/Å.

Output
* spin multiplicity: 1
* Kohn-Sham gap: 0.309 Eh
* SMILES: O=P(Cl)(SBr)SBr
* lowest unoccupied orbital energy: -0.062 Eh
* max |F|: 6.24 eV Å⁻¹

Löwdin atomic charge list, values in e, 4 entries: atom 1 (O): -0.43, atom 2 (P): -0.25, atom 3 (Cl): 0.00, atom 4 (S): 0.04